79
Properties=species:S:1:pos:R:3:forces:R:3:lowdin_charge:R:1 method="wB97M-V/def2-TZVPD" total_energy_ev=-104615.5777 homo_ev="-2.27 / -4.36" multiplicity=3 mol_weight_g_mol=763.7 homo_lumo_gap_ha="0.1619 / 0.2376" lumo_ev="2.14 / 2.11" charge=-1
Ti 0.11780 -0.40806 0.26721 -0.70 0.82 0.85 1.046
O -2.66030 -1.08348 3.17213 0.12 -0.23 1.56 0.014
C -2.02546 -0.54473 2.27547 -0.67 -0.05 -1.27 -0.513
N -0.71119 -0.24675 2.17043 1.79 0.34 1.63 0.007
C 0.10092 -0.08625 3.36356 -0.08 -0.30 -1.82 -0.175
C -0.32698 -0.06764 4.67258 0.20 0.18 0.16 -0.020
C 0.67124 0.10333 5.65161 -1.24 -0.39 -0.17 -0.121
C 2.01378 0.15887 5.34957 -0.22 -0.21 -0.12 -0.123
C 2.47926 0.12439 4.02994 -1.34 -0.26 0.45 -0.003
C 1.48392 0.03657 3.04302 0.05 -0.12 0.41 -0.217
N 1.71031 -0.16211 1.69267 0.11 0.18 -1.10 -0.013
C 2.93598 -0.09003 1.16305 0.09 0.13 0.30 -0.483
O 3.97398 0.34387 1.64041 0.41 0.21 0.22 0.047
C 3.02556 -0.86574 -0.11589 -0.13 0.13 0.31 -0.184
C 4.26697 -1.25029 -0.55381 0.87 -0.79 -0.07 0.006
C 4.41033 -2.27087 -1.47822 0.64 0.41 -0.61 -0.051
C 3.25184 -2.80713 -2.03356 -0.45 -0.13 -0.21 -0.060
C 2.04127 -2.30585 -1.56687 -1.19 0.14 -0.69 -0.115
N 1.89988 -1.34328 -0.62821 0.56 -1.29 -0.94 0.025
C -2.71839 -0.21867 1.02702 -1.26 -1.19 1.95 -0.280
C -4.08926 -0.45371 0.95281 0.96 0.26 0.15 -0.037
C -4.72515 -0.10464 -0.20303 0.78 0.45 -0.13 -0.123
C -3.94066 0.65603 -1.12434 -0.30 0.28 -1.33 -0.115
C -2.58493 0.82221 -1.01027 -0.76 -1.26 -0.14 -0.160
N -1.93554 0.14449 0.01243 1.54 1.94 -2.30 -0.093
H -1.39318 -0.22690 4.87293 0.63 0.15 0.16 0.103
H 0.35010 0.07534 6.68312 0.11 0.10 0.19 0.084
H 2.64994 0.11151 6.20905 0.75 0.25 0.11 0.080
H 3.52600 0.04789 3.80584 0.08 0.29 -0.19 0.091
H 5.12125 -0.84007 -0.04568 0.10 0.26 0.03 0.118
H 5.43918 -2.54369 -1.79968 -0.97 -0.05 0.22 0.118
H 3.21435 -3.55961 -2.84726 0.25 0.52 0.80 0.112
H 1.09729 -2.66533 -2.03797 0.75 0.29 0.58 0.115
H -4.53550 -0.86230 1.84269 -0.24 -0.20 0.03 0.110
H -5.74688 -0.29870 -0.36206 -1.11 -0.04 -0.26 0.064
H -4.44031 1.02248 -2.02798 0.25 0.15 0.32 0.091
H -2.01841 1.22459 -1.85614 -0.05 0.13 0.67 0.099
N -2.41719 6.85008 -2.66547 0.99 -1.41 -0.45 0.074
C -1.56566 5.75272 -2.31253 -1.00 0.98 0.42 -0.305
C -0.39217 5.55503 -3.04031 -0.01 -0.05 0.36 -0.050
C 0.57194 4.66559 -2.58501 0.01 -0.31 -0.24 -0.061
C 0.28943 3.92666 -1.43541 -0.31 0.54 -0.03 -0.314
C -0.94662 3.99615 -0.76619 0.95 0.86 -0.36 -0.053
C -1.85858 4.95280 -1.20074 -0.02 -0.76 0.64 -0.031
S 1.43908 2.87374 -0.67245 0.04 -1.66 0.68 0.583
O 2.75993 2.97750 -1.20303 0.39 0.45 -0.74 -0.291
O 1.31219 3.02628 0.74905 -0.32 0.12 0.09 -0.295
N 0.75625 1.41615 -1.02437 0.29 -0.16 0.22 -0.125
C 0.59610 1.06629 -2.31405 0.65 1.12 0.29 -0.502
N 1.01026 1.81075 -3.35502 0.31 0.55 0.42 0.138
C 0.67702 1.43964 -4.57498 0.52 0.84 0.04 -0.154
C -0.02768 0.30874 -4.80938 -1.00 -2.52 0.85 -0.075
C -0.26007 -0.51333 -3.67058 -0.63 -0.60 -1.32 -0.130
N 0.00184 -0.11686 -2.45018 -0.45 -1.75 0.01 0.070
H -1.88771 7.65121 -2.96639 -0.44 0.18 0.16 0.075
H -3.24765 6.98883 -2.12301 0.13 0.22 0.21 0.071
H -0.22978 6.14745 -3.92808 0.08 0.07 -0.12 0.102
H 1.50092 4.50655 -3.17017 -0.66 0.10 0.79 0.123
H -1.05546 3.43704 0.17521 -0.22 0.22 -0.65 0.125
H -2.73866 5.03628 -0.55063 0.08 0.45 -0.70 0.114
H 1.04126 2.06705 -5.39186 -0.16 0.00 0.16 0.112
H -0.37967 -0.07029 -5.75105 0.22 0.21 -0.40 0.083
H -0.68050 -1.56223 -3.81082 0.39 1.47 0.31 0.125
N -2.27673 -2.36400 -1.20824 -0.70 -1.31 -0.25 0.120
C -1.56689 -3.05025 -0.25807 -1.55 1.00 -1.19 -0.673
N -0.53135 -2.58880 0.33906 1.03 0.50 0.44 0.029
C -0.01155 -3.52806 1.23896 -0.02 -0.24 0.29 -0.264
C 1.04153 -3.32929 2.15282 -0.26 1.12 -0.13 0.024
C 1.37598 -4.36601 3.00627 -1.14 -0.82 -1.22 -0.061
C 0.72393 -5.61373 2.92922 -0.44 0.64 -0.60 -0.090
C -0.35091 -5.80368 2.07529 0.36 1.73 -0.48 -0.089
C -0.72215 -4.72888 1.23931 0.32 -0.94 0.82 -0.454
S -2.10468 -4.65303 0.16714 0.63 0.06 0.15 1.092
H -2.22904 -1.35691 -1.30149 0.53 0.07 0.48 0.049
H -3.24428 -2.66913 -1.28727 0.33 0.04 -0.07 0.093
H 1.46344 -2.29017 2.21534 -0.19 -1.33 -0.03 0.114
H 2.11937 -4.29796 3.73603 1.16 0.55 0.90 0.084
H 1.03762 -6.42549 3.54750 0.16 -0.32 0.44 0.089
H -0.92210 -6.69018 2.04902 -0.38 -0.98 0.07 0.085